1.
C3H4AgLi2O2 as an isolated structure in a non-equilibrium geometry. Source: OMol25; level of theory: ωB97M-V/def2-TZVPD.

## Properties
net charge: 0
relative energy (zero: lowest compared OMol25 entry of this formula, charge and spin): 19.1 kcal per mole
HOMO level (alpha / beta): -0.16450 / -0.21716 hartree
gap between HOMO and LUMO (alpha / beta): 3.54 / 4.84 eV
2S+1: 2

Structure (XYZ):
```
12
Properties=species:S:1:pos:R:3:nbo_charge:R:1
O 0.91051 0.55058 0.17212 -0.593
C -0.18750 1.23453 0.51767 0.296
C 0.90569 -0.21419 -1.13455 -0.129
O -0.06843 1.75192 1.65785 -0.939
C 0.18277 -1.49911 -0.86474 -1.222
Li -0.68767 3.43893 1.59885 0.926
H 1.97971 -0.46424 -1.18459 0.156
H 1.02157 0.41474 -2.02073 0.207
H 1.16009 -1.73904 -0.38374 0.200
H -0.55800 -2.08718 -1.43909 0.224
Ag -2.26224 -0.33632 -1.07432 -0.061
Li 0.09684 -3.29461 0.44235 0.936
```



2.
C3H4AgMgO4 as an isolated structure in a non-equilibrium geometry. Source: OMol25; level of theory: ωB97M-V/def2-TZVPD.

## Properties
net charge: +1
relative energy (zero: lowest compared OMol25 entry of this formula, charge and spin): 48.5 kcal per mole
HOMO level: -0.43882 hartree
gap between HOMO and LUMO: 6.09 eV
2S+1: 1

Structure (XYZ):
```
13
Properties=species:S:1:pos:R:3:nbo_charge:R:1
H -1.07197 0.71185 2.04130 0.151
C -1.80632 1.00359 1.28429 0.315
C -2.75575 2.07831 1.52800 -0.133
O -1.58666 2.28281 0.72214 -0.498
H -3.69822 2.06701 0.97369 0.198
H -2.76228 2.60412 2.48511 0.188
O -2.15800 0.01381 0.40463 -0.694
H -1.47828 -0.68408 0.38359 0.474
O 2.46096 -1.71276 -1.59363 -0.616
C 1.39370 -2.07251 -1.28880 1.062
Ag 4.85474 -1.65171 -2.48270 0.656
Mg 8.19703 -2.01926 -3.42333 0.336
O 0.41104 -2.62118 -1.03427 -0.439
```



3.
C3H4AgO3 as an isolated structure in a non-equilibrium geometry. Source: OMol25; level of theory: ωB97M-V/def2-TZVPD.

## Properties
net charge: -1
relative energy (zero: lowest compared OMol25 entry of this formula, charge and spin): 34.8 kcal per mole
HOMO level: -0.15610 hartree
gap between HOMO and LUMO: 8.01 eV
2S+1: 1

Structure (XYZ):
```
11
Properties=species:S:1:pos:R:3:nbo_charge:R:1
C -0.83860 -0.22562 -2.06890 -0.515
O -0.05568 0.07606 0.21175 -0.613
C 0.73512 -1.06861 0.47822 0.959
C -0.99937 0.14261 -0.78621 0.181
O 0.75630 -1.96237 -0.36048 -0.706
O 1.48537 -0.83171 1.44894 -0.800
H -1.68949 -0.71844 -2.54507 0.210
H 0.00626 0.44327 -2.42171 0.221
H -1.99278 0.19529 -0.33445 0.131
H 1.47113 2.73201 3.97481 -0.637
Ag 1.12175 1.21750 2.40310 0.569
```



4.
C3H4AlO3 as an isolated structure in a non-equilibrium geometry. Source: OMol25; level of theory: ωB97M-V/def2-TZVPD.

## Properties
net charge: +2
relative energy (zero: lowest compared OMol25 entry of this formula, charge and spin): 207.1 kcal per mole
HOMO level (alpha / beta): -0.69378 / -0.68941 hartree
gap between HOMO and LUMO (alpha / beta): 7.24 / 5.39 eV
2S+1: 2

Structure (XYZ):
```
11
Properties=species:S:1:pos:R:3:nbo_charge:R:1
O 1.91476 1.02143 0.13357 -0.467
C 1.50921 0.02456 -0.40984 0.563
C 0.67541 -1.07721 0.11223 -0.159
H 0.42378 -1.76848 -0.70142 0.323
H 0.73122 -1.28053 1.18864 0.334
H 2.20425 -1.09343 -0.17095 0.157
Al -0.09178 2.20530 0.46457 1.506
O -0.32770 0.26980 -0.03544 -0.860
C -1.57878 -0.11005 -0.31264 0.702
O -2.25801 0.99382 -0.18929 -0.675
H -3.20237 0.81477 -0.07943 0.577
```



5.
C3H4AuLiO3 as an isolated structure in a non-equilibrium geometry. Source: OMol25; level of theory: ωB97M-V/def2-TZVPD.

## Properties
net charge: +2
relative energy (zero: lowest compared OMol25 entry of this formula, charge and spin): 47.8 kcal per mole
HOMO level (alpha / beta): -0.64385 / -0.73797 hartree
gap between HOMO and LUMO (alpha / beta): 7.85 / 7.33 eV
2S+1: 3

Structure (XYZ):
```
12
Properties=species:S:1:pos:R:3:nbo_charge:R:1
O 0.84552 1.43894 0.47445 -0.700
C -0.37476 1.28260 -0.27278 -0.194
C -0.50925 -0.14833 -0.80639 -0.611
O -0.69996 -3.17595 0.50699 -0.317
C 0.36517 -2.88092 0.93274 1.097
O 1.15345 -1.98564 0.94355 -0.663
Li 1.35931 2.95403 1.21284 0.992
Au 1.33408 -0.26665 0.18295 1.328
H -0.37420 2.01397 -1.10104 0.283
H -1.22057 1.53373 0.39297 0.237
H -0.36141 -0.24853 -1.89179 0.269
H -1.51738 -0.51725 -0.57447 0.279
```



6.
C3H4AuO3 as an isolated structure in a non-equilibrium geometry. Source: OMol25; level of theory: ωB97M-V/def2-TZVPD.

## Properties
net charge: +2
relative energy (zero: lowest compared OMol25 entry of this formula, charge and spin): 62.8 kcal per mole
HOMO level (alpha / beta): -0.75272 / -0.80324 hartree
gap between HOMO and LUMO (alpha / beta): 10.64 / 7.67 eV
2S+1: 4

Structure (XYZ):
```
11
Properties=species:S:1:pos:R:3:nbo_charge:R:1
O 2.94462 -0.34217 -0.23986 -0.741
C 3.98063 -0.60189 0.14272 0.832
O 0.01072 1.40599 -0.41621 -0.336
C -0.87422 0.90718 0.40688 -0.095
C -1.17758 -0.64858 -0.30650 -0.060
O 0.05100 -1.10229 -0.14726 -0.448
Au 1.14762 0.12310 -0.82993 1.555
H -1.98518 0.79998 0.85398 0.425
H -1.92921 -1.10836 0.35220 0.265
H -0.50481 0.96092 1.44637 0.332
H -1.66359 -0.39388 -1.26239 0.272
```



- net charge of number 2 (C3H4AgMgO4)?
  +1



- Which value of 2S+1 does entry 3 give?
  1



- Look up the relative energy (zero: lowest compared OMol25 entry of this formula, charge and spin) of the second one.
  48.5 kcal per mole